Entry 1:
{"formula": "C6H7O2", "method": "ωB97M-V/def2-TZVPD", "homo_ha": -0.098, "total_charge": -1, "fmax_ev_per_a": 4.56, "energy_ev": -10428.575, "de_lowest_ev": 1.964, "multiplicity": 1, "species": ["C", "C", "C", "C", "C", "C", "O", "O", "H", "H", "H", "H", "H", "H", "H"], "positions_angstrom": [[0.22267, -0.12028, -0.25622], [-0.43436, 1.86045, -0.22491], [1.34536, 0.50597, -0.73395], [0.96397, 2.02876, -0.74707], [-1.08181, -1.63479, 1.24187], [-0.34421, -1.47007, -0.09204], [-1.35012, 2.57431, 0.09908], [2.46272, 0.04688, -1.07650], [0.97762, 2.45260, -1.75830], [1.59318, 2.67219, -0.11529], [-0.40761, -1.42135, 2.07027], [-1.47240, -2.65022, 1.36036], [-1.91389, -0.93133, 1.28867], [-1.04780, -1.72627, -0.90813], [0.48668, -2.18685, -0.14785]], "lowdin_charge": [-0.0494, -0.2466, -0.5719, -0.1303, -0.1452, -0.3034, 0.0063, -0.1266, 0.1001, 0.0990, 0.0610, 0.0497, 0.0612, 0.0928, 0.1032]}

---

Entry 2:
{"formula": "C8H6N2O5", "method": "ωB97M-V/def2-TZVPD", "homo_ha": -0.360, "total_charge": 0, "fmax_ev_per_a": 3.48, "energy_ev": -21608.336, "de_lowest_ev": 0.000, "multiplicity": 1, "species": ["C", "C", "C", "C", "C", "C", "C", "C", "N", "N", "O", "O", "O", "O", "O", "H", "H", "H", "H", "H", "H"], "positions_angstrom": [[-0.57597, 1.24200, 1.52891], [-0.37624, 2.14335, -0.37264], [-2.70087, -0.09989, -0.52943], [-1.53882, -1.40011, 0.61000], [1.22350, 0.09016, -0.21360], [0.93544, -1.23059, -1.05887], [0.06026, 0.82935, 0.20397], [-1.20034, -0.56488, -0.59564], [-1.13633, 2.34666, 0.85649], [-2.87600, -0.82742, 0.63247], [-0.77191, 0.75756, 2.61047], [-0.24859, 2.72622, -1.37435], [-3.37985, 0.60501, -1.14581], [-1.04255, -2.20033, 1.31973], [-0.38055, -0.97886, -1.54908], [1.80734, -0.38305, 0.59198], [1.80780, 0.72902, -0.89880], [1.62741, -1.31864, -1.86408], [0.74542, -2.23353, -0.57074], [-1.75919, 3.07123, 1.21726], [-3.73120, -0.87230, 1.16977]], "lowdin_charge": [-0.3861, -0.3844, -0.4062, -0.3624, -0.0766, -0.0848, -0.0938, -0.1244, 0.1950, 0.2290, 0.1214, 0.1803, 0.1781, 0.1675, -0.0191, 0.1397, 0.1362, 0.1145, 0.1468, 0.1618, 0.1675]}